# 1
120
Properties=species:S:1:pos:R:3:forces:R:3 method="wB97M-V/def2-TZVPD" spin_multiplicity=5 s2=6.311 energy_ha=-4785.0900 total_charge=+2 gap_ev="6.60 / 8.14" e_homo_ev="-12.820 / -13.268" e_lumo_ev="-6.2 / -5.1"
Mn -0.0075 -0.8634 0.1566 -1.33 -0.38 -0.52
C 2.2305 -3.7465 -0.9786 -0.05 0.01 -0.12
C 2.8923 -2.5637 -1.6953 -0.33 0.09 0.24
C 4.1931 -2.2083 -0.9805 -0.05 0.13 -0.19
P 1.6339 -1.1728 -1.7543 0.82 0.03 -1.34
C 0.8631 -1.4127 -3.4655 -0.26 0.05 0.31
C 0.2534 -2.8123 -3.6002 -0.07 0.20 0.21
C 1.7675 -1.1193 -4.6598 -0.14 0.15 0.14
C 2.5727 0.3838 -1.9613 -0.27 -0.17 0.42
C 3.6856 0.4751 -2.7937 0.01 0.07 0.01
C 4.3771 1.6679 -2.9089 -0.01 -0.10 -0.04
C 3.9701 2.7742 -2.1815 0.00 0.11 0.04
C 2.8778 2.6816 -1.3364 0.03 0.10 0.01
C 2.1640 1.4955 -1.2119 -0.75 -0.37 0.40
Si 0.6806 1.3888 0.0201 0.64 1.85 0.11
C -0.7694 2.5506 -0.4685 0.58 -0.67 0.18
C -0.6130 3.5365 -1.4333 0.16 -0.01 -0.07
C -1.6335 4.4347 -1.6955 0.02 0.08 -0.10
C -2.8312 4.3320 -1.0093 -0.13 0.10 -0.05
C -3.0103 3.3398 -0.0584 0.04 -0.04 0.02
C -1.9780 2.4549 0.2311 0.03 -0.32 0.06
P -2.0938 1.1404 1.5032 -0.22 0.47 0.21
C -3.8763 0.5335 1.3400 0.44 0.03 0.09
C -3.8696 -0.9780 1.5624 0.06 0.10 -0.17
C -4.9720 1.1897 2.1754 0.06 0.07 -0.15
C -1.8763 2.1069 3.1188 0.03 -0.19 -0.33
C -2.5795 1.4504 4.3058 0.09 -0.03 -0.07
C -2.1965 3.5943 3.0586 0.19 -0.11 -0.02
C 1.2662 1.9609 1.7679 -0.26 -0.63 -0.51
C 1.5609 3.2838 2.0725 -0.01 0.01 -0.05
C 1.9754 3.6464 3.3459 -0.02 0.04 -0.09
C 2.0891 2.6883 4.3399 -0.05 -0.07 0.00
C 1.7761 1.3679 4.0620 -0.08 -0.08 0.06
C 1.3623 1.0036 2.7868 -0.15 -0.15 -0.42
P 1.0328 -0.7201 2.3004 0.58 0.11 1.87
C 2.7153 -1.5233 2.5571 -0.29 -0.11 -0.38
C 3.0970 -1.9795 3.9595 -0.14 -0.07 -0.09
C 3.7491 -0.5299 2.0253 -0.09 -0.05 -0.11
C -0.2427 -1.4806 3.4472 0.05 0.14 -0.52
C -0.4289 -2.9038 2.9146 -0.05 0.19 -0.23
C -0.0719 -1.4371 4.9589 0.04 0.11 -0.13
H 2.9564 -4.5409 -0.8184 0.05 -0.08 0.03
H 1.3987 -4.1652 -1.5408 -0.07 -0.03 0.02
H 1.8575 -3.4274 0.0026 0.05 -0.09 -0.02
H 3.1098 -2.8372 -2.7342 -0.07 0.08 0.09
H 4.0571 -2.2648 0.0937 0.02 0.02 0.16
H 4.5523 -1.2132 -1.2308 0.10 -0.04 0.07
H 4.9642 -2.9243 -1.2573 0.04 -0.09 0.02
H 0.0545 -0.6643 -3.4952 0.07 -0.10 0.07
H 1.0235 -3.5599 -3.7659 0.12 -0.11 0.01
H -0.4145 -2.8445 -4.4584 -0.04 0.00 -0.09
H -0.3185 -3.1067 -2.7172 -0.07 -0.11 -0.02
H 2.6660 -1.7341 -4.6726 0.06 -0.05 0.02
H 2.0450 -0.0690 -4.6894 0.09 -0.01 -0.08
H 1.2109 -1.3414 -5.5703 -0.02 -0.02 -0.05
H 4.0233 -0.3853 -3.3491 0.06 -0.08 -0.06
H 5.2369 1.7280 -3.5590 0.06 0.02 -0.04
H 4.5120 3.7051 -2.2644 0.03 0.05 0.01
H 2.5845 3.5379 -0.7517 0.01 0.24 0.08
H 0.3186 3.6033 -1.9757 0.08 0.06 -0.14
H -1.4915 5.2108 -2.4350 -0.02 0.03 -0.02
H -3.6299 5.0312 -1.2112 -0.07 0.04 -0.02
H -3.9558 3.2671 0.4585 -0.08 0.01 0.07
H -4.0956 0.7236 0.2819 0.09 0.06 0.25
H -3.8274 -1.2101 2.6236 0.04 -0.07 0.16
H -3.0034 -1.4326 1.0770 -0.05 -0.19 0.06
H -4.7719 -1.4280 1.1568 -0.17 -0.13 0.00
H -5.0055 0.7833 3.1817 0.02 0.01 0.07
H -5.9332 0.9790 1.7083 -0.11 0.03 0.02
H -4.8548 2.2676 2.2396 -0.09 0.11 0.05
H -0.7974 2.0167 3.2767 -0.14 0.02 -0.01
H -3.5786 1.8575 4.4373 -0.05 -0.07 0.01
H -2.0204 1.6588 5.2158 0.02 0.00 0.11
H -2.6520 0.3695 4.1966 -0.07 -0.14 0.12
H -3.2515 3.7847 2.8878 -0.17 0.03 -0.06
H -1.6180 4.0985 2.2893 0.01 0.11 -0.04
H -1.9344 4.0312 4.0203 0.01 0.12 0.10
H 1.4584 4.0386 1.3090 -0.01 0.22 -0.09
H 2.2096 4.6770 3.5621 0.02 0.11 0.02
H 2.4195 2.9641 5.3286 0.02 0.05 0.11
H 1.8533 0.6236 4.8384 0.04 -0.02 0.12
H 2.6949 -2.4104 1.9079 0.03 0.13 0.04
H 3.0334 -1.1681 4.6776 0.00 0.05 0.14
H 4.1333 -2.3137 3.9387 0.07 -0.02 0.00
H 2.4951 -2.8174 4.3007 -0.04 -0.01 0.08
H 3.8722 0.2923 2.7268 0.03 0.07 -0.03
H 3.4443 -0.1152 1.0612 0.15 0.09 -0.05
H 4.7160 -1.0144 1.9095 0.05 -0.08 -0.04
H -1.1447 -0.8983 3.1948 0.23 -0.16 0.00
H 0.4370 -3.5257 3.1382 0.06 -0.07 -0.06
H -0.5692 -2.8791 1.8155 -0.04 -0.24 0.26
H -1.3041 -3.3760 3.3544 -0.09 -0.05 0.00
H 0.8124 -1.9658 5.2970 0.06 -0.02 0.05
H -0.9358 -1.9165 5.4178 -0.07 -0.02 0.03
H -0.0382 -0.4133 5.3211 0.02 0.07 0.09
N -1.6287 -1.0236 -1.1194 0.47 -0.12 0.01
S -3.1879 -0.8544 -1.5456 0.60 -0.48 -0.95
C -3.6730 -2.5344 -2.0299 -0.09 0.36 0.27
C -3.0363 -3.6022 -1.4215 0.19 0.16 0.15
C -3.4235 -4.8931 -1.7356 -0.10 -0.02 -0.08
C -4.4511 -5.1038 -2.6423 0.07 -0.01 0.00
C -5.1004 -4.0245 -3.2240 0.01 -0.02 0.04
C -4.7211 -2.7303 -2.9126 -0.14 0.05 0.02
C -3.1377 -0.0465 -3.1611 -0.18 -0.10 0.41
C -2.8410 -0.7292 -4.3297 0.11 -0.14 -0.09
C -2.8530 -0.0404 -5.5314 0.08 -0.11 0.02
C -3.1564 1.3116 -5.5604 -0.01 0.06 0.06
C -3.4262 1.9906 -4.3830 0.05 -0.02 -0.01
C -3.4115 1.3121 -3.1758 -0.04 -0.04 0.14
H -1.1436 -1.3790 -1.9441 -0.16 -0.03 -0.07
H -2.2482 -3.4218 -0.7022 0.02 -0.02 -0.03
H -2.9271 -5.7295 -1.2692 0.04 -0.09 0.04
H -4.7448 -6.1111 -2.8934 -0.06 -0.08 -0.02
H -5.9049 -4.1874 -3.9213 -0.12 -0.03 -0.10
H -5.2295 -1.8892 -3.3595 -0.07 0.05 -0.07
H -2.6254 -1.7881 -4.3150 -0.02 -0.06 0.00
H -2.6393 -0.5648 -6.4508 0.02 -0.05 -0.06
H -3.1841 1.8329 -6.5043 -0.01 0.07 -0.09
H -3.6611 3.0424 -4.4022 -0.01 0.14 0.01
H -3.6091 1.8312 -2.2511 -0.09 0.12 0.13


# 2
104
Properties=species:S:1:pos:R:3:forces:R:3 method="wB97M-V/def2-TZVPD" energy_ha=-2350.9557 total_charge=+1 gap_ev=4.57 e_homo_ev=-9.684 e_lumo_ev=-5.1
C -0.4071 2.5436 1.3955 0.27 0.11 -0.48
Si -1.5640 3.2819 2.6569 -0.52 -0.64 1.02
C -0.7547 4.5794 3.7150 0.22 0.31 -0.14
C -3.1519 3.9001 1.9011 0.04 0.19 -0.39
O -1.9420 1.9307 3.5554 0.15 -0.21 -0.35
C -2.1067 1.6087 4.9167 0.43 -0.22 -0.22
C -0.7312 1.3674 5.5676 -0.48 -0.07 0.21
C 0.3969 1.1275 4.7802 0.20 0.37 0.24
C 1.6559 1.0280 5.3821 -0.32 -0.18 0.08
C 1.7675 1.0352 6.7749 -0.03 0.07 -0.05
C 0.6174 1.1193 7.5665 -0.13 -0.11 -0.20
C -0.6346 1.2616 6.9631 0.40 0.06 -0.19
C -2.9761 2.7078 5.5535 0.62 0.49 -0.09
C -2.5268 3.5621 6.5688 -0.49 0.11 0.02
C -3.3257 4.6336 6.9921 0.18 -0.15 -0.15
C -4.5583 4.8803 6.3901 -0.21 -0.21 0.03
C -5.0112 4.0349 5.3709 0.51 -0.11 0.04
C -4.1883 2.9965 4.9204 -0.47 0.32 0.17
C -2.8171 0.2390 4.9752 0.27 -0.63 1.19
C -2.0693 -0.9440 4.3202 -0.02 0.56 -0.12
C -3.1901 -1.9213 3.9437 0.05 -0.36 0.31
C -4.4835 -1.0994 3.9123 -0.21 0.02 -0.12
N -4.0911 0.2283 4.3566 -1.42 0.36 -0.67
H -0.1410 3.2755 0.6207 0.02 -0.15 0.06
H 0.5201 2.1986 1.8745 -0.20 0.15 -0.11
H -0.8792 1.6766 0.9109 0.00 0.19 0.14
H -0.2125 5.2746 3.0559 -0.07 -0.03 0.23
H -1.4882 5.1585 4.2912 0.12 -0.15 -0.14
H -0.0325 4.1459 4.4191 -0.12 0.04 -0.17
H -2.9487 4.7954 1.2962 -0.15 -0.15 0.03
H -3.5829 3.1292 1.2475 0.06 0.16 0.09
H -3.9072 4.1616 2.6536 0.34 -0.02 -0.17
H 0.2938 1.0252 3.6976 0.03 0.29 0.42
H 2.5374 0.9425 4.7444 -0.17 -0.09 0.28
H 2.7488 0.9587 7.2445 -0.27 0.03 -0.12
H 0.6830 1.0852 8.6550 0.07 -0.03 -0.31
H -1.5441 1.3177 7.5681 0.42 0.02 -0.15
H -1.5463 3.4220 7.0199 -0.33 0.08 -0.11
H -2.9623 5.2744 7.7978 -0.13 -0.10 -0.30
H -5.1707 5.7266 6.7078 0.18 -0.30 -0.02
H -5.9904 4.1720 4.9109 0.31 0.16 0.06
H -4.4686 2.4232 4.0344 0.05 0.22 0.44
H -2.9332 0.0132 6.0573 0.33 0.04 -0.11
H -1.5459 -0.5914 3.4207 -0.10 -0.03 0.22
H -1.3343 -1.3641 5.0137 -0.11 0.01 -0.23
H -2.9990 -2.4086 2.9866 0.00 -0.06 0.12
H -3.2835 -2.6941 4.7135 0.10 -0.01 -0.20
H -4.8985 -1.0345 2.8994 -0.01 -0.10 0.10
H -5.2644 -1.5385 4.5569 0.25 0.03 -0.15
H -4.8185 0.7006 4.8886 0.36 -0.35 -0.13
C 3.9184 -7.2442 -2.8028 -0.05 0.17 -0.21
N 4.6506 -5.9732 -2.8028 -0.87 0.27 0.58
C 5.7839 -5.9233 -3.6710 1.10 0.12 -0.50
C 5.5885 -6.0205 -5.0605 0.00 0.19 0.49
C 6.6806 -6.0183 -5.9243 0.09 -0.05 0.18
C 7.9801 -5.9463 -5.4068 -0.22 0.03 0.16
C 8.1798 -5.8574 -4.0241 -0.13 0.03 -0.18
C 7.0871 -5.8345 -3.1553 -0.49 -0.07 -0.21
C 3.9170 -4.7983 -2.5744 0.55 -0.38 -0.38
C 4.5227 -3.7361 -1.8669 -0.04 0.31 -0.12
C 3.7906 -2.6062 -1.5681 -0.08 -0.11 -0.01
C 2.4789 -2.4044 -2.0998 -0.02 -0.34 0.23
C 1.7822 -1.1990 -1.8004 0.54 -0.34 -1.03
C 0.8439 -0.5498 -2.6344 -0.43 0.35 -0.13
C 0.1035 0.5404 -2.0822 0.00 -0.23 0.04
C -0.8641 1.1922 -2.8115 -0.02 -0.10 -0.09
C -1.0485 0.8786 -4.1768 -0.37 0.12 0.03
N -2.0245 1.5877 -4.9025 -0.16 0.05 0.64
C -3.4139 1.1783 -4.6966 0.12 -0.04 0.13
C -1.6984 2.3746 -6.0402 0.40 0.25 -0.85
C -1.5812 1.7899 -7.3085 0.17 0.30 0.27
C -1.2046 2.5715 -8.4018 -0.08 0.10 0.05
C -0.9789 3.9434 -8.2435 -0.06 -0.19 0.22
C -1.1371 4.5387 -6.9853 -0.06 -0.16 -0.18
C -1.4991 3.7617 -5.8886 0.02 -0.62 0.05
C -0.3007 -0.1589 -4.7655 0.47 -0.08 0.12
C 0.6216 -0.8685 -4.0133 -0.15 0.10 0.06
C 1.9141 -3.4664 -2.8696 0.17 -0.19 0.07
C 2.5951 -4.6607 -3.0447 -0.37 0.32 0.06
H 3.1827 -7.2267 -1.9918 0.15 -0.08 -0.17
H 3.4064 -7.4288 -3.7585 0.05 -0.13 0.17
H 4.6373 -8.0529 -2.6237 -0.21 0.22 -0.05
H 4.5643 -6.0792 -5.4390 0.35 -0.01 0.01
H 6.5079 -6.0837 -6.9997 0.14 0.02 0.31
H 8.8339 -5.9553 -6.0852 -0.23 -0.01 0.22
H 9.1907 -5.8131 -3.6166 -0.29 0.02 -0.15
H 7.2151 -5.7561 -2.0739 0.05 -0.10 -0.32
H 5.5594 -3.8544 -1.5418 -0.44 0.08 0.00
H 4.2222 -1.8269 -0.9407 -0.03 -0.16 -0.15
H 2.0831 -0.6743 -0.8935 -0.08 -0.04 -0.09
H 0.3094 0.8403 -1.0553 -0.11 -0.06 -0.15
H -1.4763 1.9837 -2.3726 0.31 -0.21 -0.14
H -4.0854 1.9407 -5.1083 0.20 -0.19 0.17
H -3.6187 0.2102 -5.1840 -0.08 0.22 0.10
H -3.5882 1.0703 -3.6191 -0.18 0.01 -0.22
H -1.7626 0.7173 -7.4078 0.03 0.33 -0.11
H -1.0944 2.1002 -9.3793 -0.02 0.20 0.24
H -0.6786 4.5492 -9.0987 -0.11 -0.17 0.23
H -0.9826 5.6111 -6.8582 -0.02 -0.31 -0.07
H -1.6224 4.1957 -4.8936 0.06 -0.08 -0.33
H -0.4770 -0.4030 -5.8165 0.19 0.11 0.40
H 1.1923 -1.6652 -4.4883 -0.10 0.31 0.11
H 0.9174 -3.3545 -3.2950 0.22 -0.12 0.26
H 2.1370 -5.4830 -3.6020 0.12 0.37 0.26


# 3
62
Properties=species:S:1:pos:R:3:forces:R:3 method="wB97M-V/def2-TZVPD" energy_ha=-1592.1591 total_charge=-1 gap_ev=5.63 e_homo_ev=-3.525 e_lumo_ev=2.1
C 2.9548 -1.2890 1.6808 0.12 -0.17 0.21
C 1.4456 -1.2411 1.8255 -0.06 -0.13 0.18
O 0.8202 -0.6758 0.7005 0.08 -0.04 -0.19
C 0.7458 0.7445 0.7309 -0.08 0.26 -0.05
C -0.4812 1.3381 1.4311 0.20 -0.05 0.08
Al -1.8328 0.1099 2.3488 0.34 -0.23 0.09
P -4.0346 0.7092 1.6580 -0.31 0.51 -0.22
C -5.1740 -0.0491 2.9183 0.08 -0.20 -0.34
C -4.3610 -0.4824 0.2640 -0.14 0.02 0.30
H 3.3991 -1.7768 2.5510 -0.03 -0.01 0.07
H 3.3994 -0.2972 1.5939 -0.02 0.06 -0.16
H 3.2195 -1.8975 0.8174 0.08 0.15 -0.15
H 1.0642 -2.2576 1.9199 -0.07 -0.05 -0.02
H 1.1553 -0.7248 2.7484 -0.05 0.13 -0.02
H 1.6652 1.1446 1.1769 0.11 -0.08 0.01
H 0.7643 1.0450 -0.3189 -0.02 -0.04 -0.09
H -0.9767 2.0153 0.7296 -0.19 -0.06 0.00
H -0.1232 1.9848 2.2390 -0.10 0.05 0.08
H -1.7251 0.3632 3.9592 -0.08 0.05 0.01
H -1.6518 -1.4717 2.0214 -0.07 -0.01 0.02
H -6.2104 0.1875 2.6718 -0.09 0.05 0.15
H -4.9329 0.3233 3.9108 -0.05 0.03 0.09
H -5.0823 -1.1380 2.9014 0.07 -0.05 0.18
H -4.3883 -1.5018 0.6547 0.14 -0.10 -0.10
H -5.3264 -0.2709 -0.1986 0.01 -0.02 -0.15
H -3.5714 -0.4069 -0.4809 0.02 -0.01 -0.09
C 3.5736 -5.0713 1.4484 -0.05 0.06 0.06
O 3.2666 -4.4705 2.6989 0.13 -0.02 0.00
H 4.0133 -4.2955 0.8250 0.00 0.01 -0.01
H 4.2944 -5.8885 1.5562 0.00 0.00 -0.02
H 2.6760 -5.4488 0.9513 0.00 0.00 -0.02
H 2.8658 -5.1283 3.2711 -0.07 -0.03 -0.01
C -6.8780 2.5547 -1.0080 -0.05 -0.16 0.09
O -7.3312 1.5845 -0.0755 -0.08 0.14 -0.04
H -7.6163 2.6017 -1.8071 0.01 0.04 -0.03
H -6.7945 3.5433 -0.5484 0.03 0.03 -0.05
H -5.9101 2.2759 -1.4330 0.02 0.04 0.00
H -6.6722 1.5438 0.6277 0.21 -0.08 0.08
C 5.7714 -1.0162 -1.0208 0.01 -0.14 0.27
O 5.6621 -2.2551 -0.3189 0.17 -0.16 -0.26
H 5.1485 -1.0956 -1.9084 -0.01 0.01 -0.01
H 5.4211 -0.1829 -0.4145 -0.02 0.00 -0.10
H 6.8071 -0.8326 -1.3293 -0.03 0.07 -0.05
H 6.1873 -2.1902 0.4817 -0.08 0.02 0.11
C 4.0100 2.7188 -1.2228 0.00 -0.05 0.06
O 4.8602 1.9941 -0.3397 0.01 0.17 -0.06
H 3.1960 2.0514 -1.4931 -0.02 0.00 0.01
H 3.5887 3.6038 -0.7403 -0.03 -0.01 0.00
H 4.5376 3.0218 -2.1318 -0.01 -0.01 -0.01
H 5.5816 2.5710 -0.0784 0.02 0.03 0.05
C -10.6054 3.6794 -2.7052 0.11 0.10 -0.12
O -9.5716 4.5037 -3.2326 -0.05 -0.03 0.09
H -10.3646 3.4934 -1.6620 0.01 -0.01 0.01
H -11.5768 4.1788 -2.7632 -0.03 -0.05 0.04
H -10.6560 2.7211 -3.2285 -0.04 -0.03 0.04
H -9.7645 4.6728 -4.1571 0.02 0.00 -0.05
C 8.8846 -1.4569 -3.5084 -0.09 -0.05 -0.01
O 7.6756 -2.1224 -3.8333 0.12 -0.01 0.05
H 9.2530 -1.0001 -4.4243 0.01 0.01 -0.01
H 8.7287 -0.6685 -2.7658 0.02 0.01 -0.01
H 9.6445 -2.1498 -3.1348 0.02 0.01 0.00
H 7.3323 -2.5256 -3.0301 -0.11 0.00 0.00